DFT (ωB97M-V/def2-TZVPD) results for the molecule C3H6NOP in a non-equilibrium geometry.

Properties
E_HOMO (alpha / beta) ... -8.0 / -8.0 eV
Total energy ... -589.1851 a.u.
ΔE to the lowest compared entry with this formula, charge and spin ... 1.6630 eV
HOMO-LUMO gap (alpha / beta) ... 7.27 / 7.28 eV

Geometry as ORCA input:
```
! wB97M-V def2-TZVPD RIJCOSX def2/J DEFGRID3
* xyz 0 1
C 1.40 -1.09 0.08
C -1.65 -0.02 -0.22
C -0.67 1.06 0.19
N 2.32 -1.78 -0.24
O 2.00 1.49 0.42
P 1.08 0.66 -0.37
H -1.31 -1.00 0.12
H -2.63 0.16 0.22
H -1.75 -0.06 -1.30
H -0.62 1.18 1.28
H -0.93 2.02 -0.25
H 2.77 -2.62 0.05
*
```